Here is a 10-piece molecular cluster, C31H75N10O10 overall in a non-equilibrium geometry from OMol25. Energies are from ωB97M-V/def2-TZVPD.

```
126
Properties=species:S:1:pos:R:3
C 5.1870 36.5040 32.8880
C 6.4320 37.1920 32.4320
C 6.6490 38.4080 33.3810
O 5.5560 39.1580 33.3780
C 5.6460 40.2890 34.2450
N 7.6600 36.3830 32.3760
H 7.9540 36.1080 33.2840
H 7.5580 35.5480 31.6610
H 8.3210 36.8630 31.9020
H 5.0710 35.5670 32.2680
H 4.3570 37.2110 32.6780
H 5.2450 36.2990 33.9110
H 6.2180 37.6440 31.4920
H 7.6370 39.1130 33.1160
H 6.8770 38.0450 34.3710
H 6.4750 40.8990 33.9370
H 5.7720 39.9360 35.2710
H 4.8550 41.0040 34.2320
C 9.3340 37.9300 35.8300
C 8.4850 36.7720 35.7460
O 7.5230 36.7160 36.4840
N 8.7240 35.7840 34.8460
C 7.9190 34.5210 34.6150
H 10.1820 37.5920 36.4660
H 8.8880 38.8140 36.3430
H 9.8940 38.3020 35.0510
H 9.7450 35.7180 34.4500
H 8.1720 33.9740 35.5430
H 8.1320 34.0160 33.6910
H 6.7760 34.5930 34.7280
C 5.7120 44.7130 29.5020
C 5.0190 43.4900 30.1920
O 4.7940 42.4250 29.7530
N 4.5770 43.6690 31.4230
C 3.8230 42.6760 32.2170
H 4.9810 45.4860 29.2780
H 6.0140 44.7080 28.6110
H 6.6100 44.8600 29.9900
H 4.5460 44.6670 31.8410
H 2.8230 42.5030 31.7550
H 3.9660 42.9100 33.3270
H 4.5380 41.7200 32.2560
C 5.2680 33.6240 29.5320
C 6.6430 34.0340 30.0930
O 6.9630 33.8200 31.2590
N 7.5410 34.5420 29.3000
C 8.9430 34.7440 29.5260
H 4.6820 34.6180 29.6060
H 4.8800 32.8440 30.2040
H 5.2840 33.3780 28.4220
H 7.2060 34.9770 28.3800
H 9.3410 33.8240 29.6710
H 9.0590 35.4820 30.3140
H 9.4980 35.0790 28.6680
C 2.9320 39.7420 30.2260
C 3.6790 38.6380 29.4970
O 3.0810 37.5800 29.4920
N 4.9040 38.7670 29.0440
C 5.7790 37.8050 28.3440
H 3.3530 39.9340 31.1300
H 1.8650 39.5090 30.5260
H 3.0560 40.6030 29.6190
H 5.2140 39.6970 29.0380
H 5.3480 36.9040 28.7540
H 6.6540 38.1060 28.6650
H 5.4830 37.9250 27.2670
C 11.4630 40.9180 35.1100
C 10.0670 41.1490 34.5430
O 9.4660 40.2810 34.1110
N 9.6550 42.4470 34.5670
C 8.4860 42.9940 33.9140
H 11.4770 39.8400 35.3500
H 11.8120 41.2640 36.0480
H 12.3520 41.0260 34.6230
H 10.0880 43.3020 35.0280
H 7.7690 42.9540 34.6710
H 7.9640 42.1730 33.2350
H 8.5980 43.9730 33.4970
C 12.1250 37.9560 32.7960
C 11.5640 36.5730 33.2400
O 10.5990 36.0420 32.6570
N 11.9950 36.1310 34.3680
C 11.8700 34.8030 34.9570
H 11.6160 38.7980 33.2560
H 11.8110 38.1320 31.8530
H 13.1650 38.2330 32.6810
H 12.7320 36.5730 34.7540
H 12.7590 34.0900 35.0820
H 11.2410 34.0450 34.2620
H 11.4600 34.8800 36.0250
C 10.3660 38.3330 28.6500
C 9.3790 38.7770 29.7460
O 9.2910 38.1090 30.8310
N 8.8020 39.9250 29.5550
C 7.8090 40.6120 30.5300
H 9.9980 37.3890 28.1880
H 11.2220 37.9340 29.2770
H 10.6730 39.0560 27.8150
H 8.6590 40.3170 28.5200
H 7.4840 41.5110 30.0920
H 8.2870 40.8330 31.6220
H 7.0020 39.9080 30.6210
C 5.1570 42.9410 37.2400
C 5.0790 41.5440 37.6010
O 5.8340 41.1510 38.5040
N 4.2190 40.6970 37.0850
C 4.0500 39.2770 37.3800
H 4.2360 43.1800 36.6630
H 6.0640 43.1350 36.4400
H 5.3530 43.5610 38.0540
H 3.6300 41.0730 36.4070
H 3.5490 38.9680 38.3710
H 5.0200 38.9020 37.3990
H 3.6790 38.7310 36.6560
C 1.9290 35.6220 33.4790
C 2.6880 34.3870 33.9610
O 2.8220 34.2350 35.2010
N 3.0840 33.6100 32.9830
C 3.9070 32.4490 33.2370
H 0.8390 35.2160 33.3860
H 2.2030 36.2860 32.6810
H 1.6470 36.4440 34.2230
H 2.8420 33.6540 32.0720
H 3.7350 31.6820 32.6690
H 3.8640 31.9540 34.4400
H 4.9700 32.6260 33.0920
```

Computed properties:
ΔE to the lowest compared entry with this formula, charge and spin   260.3 kcal/mol
Frontier orbital gap   9.07 eV
Charge   +1

---

Here is C31H78Ca2CuN5O11 as an isolated structure in a non-equilibrium geometry from OMol25. Energies are from ωB97M-V/def2-TZVPD.

```
128
Properties=species:S:1:pos:R:3
Cu 6.6249 -14.9606 -8.2620
Ca 6.5181 -14.8659 -12.0707
Ca 3.5456 -16.4757 -10.1717
C 4.4302 -12.9695 -9.9475
O 4.8927 -14.2836 -10.3009
H 3.4752 -12.9601 -9.4224
H 5.2002 -12.4707 -9.3602
H 4.2576 -12.3941 -10.8623
C 0.6900 -20.0292 -4.3189
O 1.3457 -18.8221 -3.9284
C 1.4280 -17.8876 -4.9800
C 2.1783 -16.6856 -4.4024
N 2.1457 -15.6107 -5.4045
C 2.2555 -14.2299 -4.8925
C 2.1653 -13.1398 -5.9412
O 0.8285 -12.7355 -6.0935
C 0.6833 -11.7358 -7.0877
H -0.2192 -19.7547 -4.8605
H 0.4344 -20.5679 -3.4108
H 1.3425 -20.6717 -4.9180
H 0.4133 -17.5341 -5.2138
H 1.8795 -18.3604 -5.8657
H 3.1687 -17.0720 -4.1277
H 1.7264 -16.2869 -3.4970
H 2.8798 -15.7803 -6.0855
H 3.2759 -14.2099 -4.4728
H 1.5956 -14.0287 -4.0507
H 2.7212 -13.5076 -6.8149
H 2.6832 -12.2781 -5.5108
H 1.2546 -11.8134 -8.0204
H 0.9555 -10.7930 -6.6014
H -0.3469 -11.5992 -7.4169
C 8.7999 -16.6291 -6.4570
O 8.4897 -15.3546 -6.9921
C 8.5818 -14.2032 -6.1119
C 8.3793 -12.9600 -6.9074
N 7.0343 -12.7110 -7.3653
C 5.9226 -12.7055 -6.3883
C 5.7494 -11.2874 -5.8011
O 4.8505 -10.5169 -6.5314
C 4.1554 -9.5186 -5.7461
H 9.8265 -16.7647 -6.1183
H 8.6079 -17.3501 -7.2553
H 8.1512 -17.0138 -5.6613
H 9.5709 -14.2239 -5.6494
H 7.9076 -14.3772 -5.2697
H 9.1311 -12.9015 -7.6942
H 8.6997 -12.1961 -6.1770
H 6.9037 -11.8852 -7.9350
H 6.1093 -13.4580 -5.6193
H 4.9863 -13.0792 -6.8132
H 6.7222 -10.8071 -5.6539
H 5.3607 -11.4857 -4.7915
H 4.8797 -9.1257 -5.0313
H 3.3512 -9.9149 -5.1222
H 3.8036 -8.8022 -6.4763
C 8.7152 -16.5944 -14.0191
O 8.3558 -15.2981 -13.4699
C 9.3466 -14.3046 -13.7590
C 8.7120 -12.9092 -13.6222
N 7.9536 -12.8927 -12.3613
C 7.4723 -11.5186 -11.9988
C 8.4810 -10.4288 -12.2519
O 9.7484 -10.7882 -11.7126
C 9.9065 -10.3264 -10.3764
H 9.7989 -16.6831 -14.0838
H 8.3674 -16.6857 -15.0497
H 8.2942 -17.3930 -13.4104
H 9.8092 -14.4210 -14.7400
H 10.1797 -14.4031 -13.0514
H 8.1527 -12.7605 -14.5462
H 9.5509 -12.2140 -13.5811
H 8.6675 -13.1070 -11.6587
H 7.2417 -11.5665 -10.9294
H 6.5126 -11.3078 -12.4719
H 8.1533 -9.4885 -11.7953
H 8.6030 -10.0659 -13.2740
H 9.7451 -9.2542 -10.2662
H 10.9287 -10.5128 -10.0495
H 9.2641 -10.9135 -9.7092
C 4.8343 -9.0593 -13.1080
O 6.0788 -8.4234 -13.2337
C 6.0284 -7.2708 -14.0643
C 7.4097 -6.9180 -14.6383
N 8.3949 -6.5350 -13.6568
C 8.1223 -5.3676 -12.8380
C 9.3813 -4.6765 -12.3922
O 9.0044 -3.4131 -11.9316
C 10.0759 -2.5509 -11.5662
H 3.9669 -8.4638 -12.8205
H 4.8624 -9.8599 -12.3565
H 4.6693 -9.6195 -14.0371
H 5.7394 -6.4280 -13.4295
H 5.3065 -7.3398 -14.8817
H 7.3472 -6.1891 -15.4455
H 7.8744 -7.8011 -15.0935
H 8.8515 -7.2639 -13.1308
H 7.5048 -5.4771 -11.9330
H 7.5623 -4.6823 -13.4833
H 10.1119 -4.6962 -13.2101
H 9.8375 -5.3256 -11.6246
H 10.5090 -2.1015 -12.4669
H 10.8040 -2.9986 -10.8951
H 9.5624 -1.6845 -11.1434
C -2.4669 -14.8974 -9.3087
O -1.0825 -14.8914 -9.6114
C -0.2589 -14.2160 -8.7018
C 1.2078 -14.5871 -9.0504
N 1.3179 -15.9543 -9.6272
C 0.8212 -16.8996 -8.5827
C 1.1879 -18.3730 -8.9105
O 2.4437 -18.4106 -9.6048
C 2.8384 -19.7091 -10.0313
H -3.0197 -14.9385 -10.2457
H -2.7913 -13.9773 -8.8157
H -2.7274 -15.7633 -8.6950
H -0.5264 -14.5583 -7.6961
H -0.3586 -13.1363 -8.8137
H 1.9682 -14.3862 -8.3031
H 1.3443 -13.9038 -9.9002
H 0.5569 -15.9703 -10.3171
H -0.2599 -16.8794 -8.4415
H 1.1778 -16.6367 -7.5803
H 0.3422 -18.7453 -9.4919
H 1.3178 -18.9642 -8.0043
H 3.0189 -20.3972 -9.1966
H 3.7446 -19.7237 -10.6384
H 2.0124 -20.2040 -10.5505
```

Computed properties:
Frontier orbital gap   1.32 eV
Charge   +4

---

no.,HOMO level (eV),energy (Ha)
1,-10.92,-2525.64767
2,-14.54,-5323.49159